Entry 1:
108
Properties=species:S:1:pos:R:3:forces:R:3:lowdin_charge:R:1 method="wB97M-V/def2-TZVPD" smiles=c1ccccc1.c1ccccc1.c1ccccc1.c1ccccc1.c1ccccc1.c1ccccc1.c1ccccc1.c1ccccc1.CO.CO gap_ha=0.348 total_energy_ha=-2089.22443 relative_energy_kj_mol=0.00 total_charge=0
C 2.54910 -4.39477 -2.26011 -0.48 0.76 -1.89 -0.092
C 1.59755 -3.84138 -3.14735 -0.49 -0.31 -0.19 -0.079
C 1.67813 -2.52303 -3.64597 0.44 -0.67 0.74 -0.093
C 2.72574 -1.71417 -3.23295 0.67 0.30 0.24 -0.112
C 3.67645 -2.21724 -2.33647 -0.72 -0.74 -0.92 -0.091
C 3.59649 -3.54981 -1.96224 0.85 -0.31 2.10 -0.130
H 2.60155 -5.45865 -1.99415 -0.41 0.63 0.05 0.113
H 0.76583 -4.44633 -3.51332 0.18 0.03 0.19 0.098
H 0.95230 -2.12148 -4.33974 -0.13 -0.25 0.00 0.093
H 2.84684 -0.70118 -3.62641 -0.17 -0.27 0.15 0.107
H 4.52429 -1.67266 -1.99144 0.34 0.63 0.07 0.089
H 4.32809 -3.92997 -1.23093 -0.07 0.24 -0.56 0.109
C -3.08126 1.67629 0.29268 0.08 0.26 -0.28 -0.063
C -2.73287 1.50436 -1.08462 -1.00 0.49 2.44 -0.063
C -3.35475 2.29003 -2.02328 0.30 -0.44 -0.47 -0.095
C -4.31969 3.17598 -1.64344 -0.49 0.43 0.57 -0.113
C -4.64578 3.37696 -0.31627 -0.52 0.71 -0.56 -0.119
C -4.04205 2.63236 0.67360 0.66 0.02 -0.73 -0.096
H -2.54665 1.14464 1.08899 -0.25 -0.02 -0.52 0.089
H -2.04337 0.75621 -1.36847 0.77 -0.48 -0.16 0.063
H -3.07854 2.22243 -3.05750 0.05 -0.24 -0.39 0.094
H -4.86277 3.74890 -2.34860 -0.21 0.52 -0.85 0.095
H -5.33995 4.21093 -0.13521 0.20 -0.64 0.39 0.113
H -4.28623 2.94654 1.66915 0.22 -0.57 0.66 0.093
C -3.39940 -0.11909 -5.29027 0.46 0.50 0.61 -0.088
C -2.16754 0.54406 -5.18092 -0.61 0.13 -0.48 -0.101
C -1.24941 0.18924 -4.19714 -1.24 -0.40 0.31 -0.097
C -1.54565 -0.85037 -3.29755 -0.16 0.79 -1.45 -0.093
C -2.73662 -1.55711 -3.45903 0.71 0.06 0.65 -0.073
C -3.65672 -1.10582 -4.36624 -1.14 -1.04 -1.20 -0.107
H -4.21134 0.09130 -5.99047 0.66 0.37 -0.03 0.106
H -1.97301 1.37660 -5.84125 0.24 0.03 -0.12 0.096
H -0.35813 0.76632 -4.06182 0.45 0.20 -0.04 0.095
H -0.80328 -0.97762 -2.54960 0.29 -0.84 0.77 0.071
H -2.98224 -2.45522 -2.91724 0.16 0.07 0.42 0.079
H -4.59971 -1.64492 -4.50490 0.27 0.06 0.37 0.110
C -3.07093 -2.21982 -0.30578 0.75 -1.45 0.47 -0.090
C -4.37085 -2.54662 -0.55018 -1.64 0.40 -0.20 -0.108
C -4.67456 -3.79573 -1.05197 -0.61 -0.33 -0.12 -0.112
C -3.73143 -4.75338 -1.34294 0.80 1.80 1.23 -0.083
C -2.41789 -4.47324 -0.95858 -0.16 -0.32 -0.25 -0.090
C -2.08302 -3.24095 -0.42176 -0.99 1.35 -0.92 -0.071
H -2.88287 -1.23688 0.04155 0.70 0.74 0.21 0.076
H -5.24127 -1.84873 -0.45380 1.18 -0.41 0.15 0.127
H -5.70640 -4.02676 -1.18608 -0.65 -0.14 -0.42 0.094
H -4.01385 -5.61948 -1.84574 -0.27 -1.54 -0.52 0.084
H -1.68191 -5.24705 -1.11368 0.37 0.11 -0.05 0.097
H -1.06202 -2.92592 -0.37729 0.60 -0.17 0.58 0.074
C -1.75699 2.09389 6.00930 -0.16 -0.58 0.67 -0.101
C -2.32572 3.13578 5.28246 -1.63 -0.87 0.47 -0.104
C -1.57032 3.96064 4.47731 -0.93 0.29 -0.73 -0.105
C -0.22134 3.74074 4.33947 -0.03 -0.75 0.57 -0.105
C 0.32761 2.70790 5.07462 1.66 -0.48 1.00 -0.110
C -0.38775 1.89859 5.95207 -0.31 -0.18 -0.94 -0.099
H -2.35302 1.38791 6.62070 0.16 0.71 -0.52 0.112
H -3.44032 3.17236 5.27955 1.02 0.40 0.03 0.115
H -2.09773 4.69121 3.86439 0.26 0.02 0.17 0.106
H 0.37745 4.27189 3.64166 0.41 0.57 -0.34 0.085
H 1.40605 2.51506 5.10217 -0.26 0.24 -0.60 0.098
H 0.08936 1.01513 6.39024 -0.16 0.59 0.15 0.108
C 0.24978 5.58024 -2.30163 1.82 0.32 0.61 -0.101
C -1.00006 5.16104 -1.91948 -0.52 -0.58 1.01 -0.092
C -1.26490 4.87178 -0.55401 0.50 0.44 -1.06 -0.061
C -0.25369 5.06470 0.39579 -1.41 -0.38 0.72 -0.114
C 0.99090 5.48732 0.02604 1.40 0.30 -1.46 -0.113
C 1.28405 5.72256 -1.33334 -0.91 -0.44 0.10 -0.074
H 0.49407 5.77766 -3.34331 -0.15 -0.09 0.14 0.098
H -1.75740 4.97000 -2.68261 0.07 0.16 0.35 0.101
H -2.25776 4.50983 -0.32863 0.08 -0.05 0.39 0.074
H -0.40840 4.87729 1.47145 -0.28 -0.02 -0.66 0.089
H 1.78782 5.58071 0.76220 -0.19 0.03 -0.11 0.102
H 2.31478 5.91749 -1.63190 -0.37 0.23 0.00 0.097
C 3.43687 -5.22236 3.44111 -1.38 -0.31 -1.31 -0.083
C 2.29432 -5.95689 3.10987 -0.69 -0.62 0.28 -0.097
C 1.46162 -5.63409 2.04812 -0.21 0.26 0.50 -0.090
C 1.82041 -4.53205 1.30364 0.30 -0.13 -0.23 -0.119
C 2.98200 -3.81180 1.54520 -0.50 0.34 0.64 -0.094
C 3.76136 -4.13223 2.65451 0.44 0.22 -0.40 -0.086
H 4.02197 -5.53182 4.25399 0.76 -0.19 1.03 0.084
H 1.91156 -6.79569 3.67918 0.64 -0.06 0.46 0.098
H 0.48129 -6.14461 1.89936 1.09 0.33 0.01 0.119
H 1.17619 -4.24911 0.52012 -0.60 0.51 -1.01 0.072
H 3.15077 -2.89975 0.97643 0.25 -0.28 -0.01 0.089
H 4.64014 -3.53452 2.87859 -0.08 -0.06 0.02 0.104
C 0.21459 0.09442 1.82663 -0.96 -1.15 1.85 -0.115
C 0.11144 1.26516 1.16833 0.97 1.87 -0.33 -0.130
C 0.62512 1.36684 -0.12386 -0.52 0.12 -1.31 -0.075
C 1.09918 0.24197 -0.80319 0.22 0.18 0.46 -0.078
C 1.16905 -0.95504 -0.09444 0.20 -0.97 -1.64 -0.102
C 0.68827 -1.02493 1.17644 -0.17 -0.35 0.97 -0.110
H -0.16618 0.00397 2.87346 0.38 0.09 -0.96 0.126
H -0.21115 2.14241 1.72539 -0.18 0.01 -0.39 0.098
H 0.53082 2.28916 -0.69940 0.07 0.00 0.38 0.102
H 1.42192 0.25603 -1.85247 -0.11 0.27 0.56 0.092
H 1.51952 -1.87402 -0.60923 -0.18 0.65 0.37 0.096
H 0.61764 -1.94712 1.71082 0.31 -0.63 0.12 0.092
C 3.53091 0.81741 2.68939 -0.95 1.49 -0.95 -0.155
O 4.77317 1.42729 2.92796 0.87 1.02 1.28 -0.131
H 2.96495 0.63765 3.58373 -0.56 0.53 0.56 0.071
H 2.96191 1.41800 1.89390 0.47 -1.04 1.24 0.108
H 3.73060 -0.16020 2.37074 0.25 -1.41 -1.09 0.055
H 4.77821 1.93656 3.76974 -0.13 -0.58 -1.08 0.111
C 5.44492 1.08333 -0.23154 -1.47 1.85 -1.41 -0.218
O 6.49508 1.10024 0.64010 0.77 -0.53 1.00 -0.095
H 5.67428 0.65057 -1.17549 0.67 -0.54 -0.78 0.059
H 4.54904 0.57341 0.11061 -0.21 -0.14 0.37 0.057
H 5.18799 2.15304 -0.45513 -0.38 -0.70 -0.09 0.099
H 6.03529 1.39924 1.42963 0.61 0.01 0.89 0.037

Entry 2:
22
Properties=species:S:1:pos:R:3:forces:R:3:lowdin_charge:R:1 method="wB97M-V/def2-TZVPD" smiles=CP(O)[N-]Cc1ccccc1 gap_ha=0.211 total_energy_ha=-782.76262 relative_energy_kj_mol=0.00 total_charge=-1
C 2.65432 -0.57022 0.05833 -0.48 -0.10 1.18 -0.348
P 2.26892 1.24740 -0.40982 0.43 0.43 -2.09 0.643
O 1.64089 1.86147 1.09180 -0.24 -0.28 -0.52 -0.424
N 1.10557 1.30357 -1.65720 0.28 0.43 2.20 -0.381
C -0.24438 1.68026 -1.19232 0.54 -1.11 -0.58 -0.399
C -0.86137 0.42562 -0.46423 -0.96 0.25 0.40 -0.212
C -1.20559 0.52274 0.94789 -0.40 -2.26 -0.97 -0.062
C -1.73194 -0.66648 1.60877 0.56 0.02 -1.87 -0.112
C -1.89623 -1.89136 0.84759 0.28 0.58 -0.69 -0.141
C -1.59681 -2.00437 -0.58387 0.68 2.84 1.35 -0.098
C -1.06550 -0.79742 -1.23579 -0.79 -0.71 2.09 -0.056
H 2.23416 -1.29867 -0.67887 0.27 0.66 0.59 0.010
H 2.25580 -0.77360 1.09946 0.20 -0.04 -1.04 0.012
H 3.76706 -0.67347 0.12951 -0.88 0.11 -0.23 -0.010
H 1.59701 2.81928 0.93752 0.14 -0.45 0.14 0.001
H -0.20087 2.59380 -0.53436 -0.54 -0.82 -0.12 0.064
H -0.85068 1.97882 -2.10164 0.35 -0.46 0.91 0.086
H -1.04222 1.47237 1.51128 -0.10 -0.99 -0.68 0.093
H -1.99941 -0.65113 2.69541 0.30 -0.04 -1.13 0.084
H -2.27054 -2.79918 1.37570 0.30 0.82 -0.43 0.073
H -1.74370 -2.96600 -1.12748 0.13 0.97 0.51 0.080
H -0.81451 -0.81342 -2.31770 -0.08 0.15 0.97 0.095

What did the second record say?
22
Properties=species:S:1:pos:R:3:forces:R:3:lowdin_charge:R:1 method="wB97M-V/def2-TZVPD" smiles=CP(O)[N-]Cc1ccccc1 gap_ha=0.211 total_energy_ha=-782.76262 relative_energy_kj_mol=0.00 total_charge=-1
C 2.65432 -0.57022 0.05833 -0.48 -0.10 1.18 -0.348
P 2.26892 1.24740 -0.40982 0.43 0.43 -2.09 0.643
O 1.64089 1.86147 1.09180 -0.24 -0.28 -0.52 -0.424
N 1.10557 1.30357 -1.65720 0.28 0.43 2.20 -0.381
C -0.24438 1.68026 -1.19232 0.54 -1.11 -0.58 -0.399
C -0.86137 0.42562 -0.46423 -0.96 0.25 0.40 -0.212
C -1.20559 0.52274 0.94789 -0.40 -2.26 -0.97 -0.062
C -1.73194 -0.66648 1.60877 0.56 0.02 -1.87 -0.112
C -1.89623 -1.89136 0.84759 0.28 0.58 -0.69 -0.141
C -1.59681 -2.00437 -0.58387 0.68 2.84 1.35 -0.098
C -1.06550 -0.79742 -1.23579 -0.79 -0.71 2.09 -0.056
H 2.23416 -1.29867 -0.67887 0.27 0.66 0.59 0.010
H 2.25580 -0.77360 1.09946 0.20 -0.04 -1.04 0.012
H 3.76706 -0.67347 0.12951 -0.88 0.11 -0.23 -0.010
H 1.59701 2.81928 0.93752 0.14 -0.45 0.14 0.001
H -0.20087 2.59380 -0.53436 -0.54 -0.82 -0.12 0.064
H -0.85068 1.97882 -2.10164 0.35 -0.46 0.91 0.086
H -1.04222 1.47237 1.51128 -0.10 -0.99 -0.68 0.093
H -1.99941 -0.65113 2.69541 0.30 -0.04 -1.13 0.084
H -2.27054 -2.79918 1.37570 0.30 0.82 -0.43 0.073
H -1.74370 -2.96600 -1.12748 0.13 0.97 0.51 0.080
H -0.81451 -0.81342 -2.31770 -0.08 0.15 0.97 0.095